Entry 1:
Formula: C2H3N2OP
Source: the OMol25 dataset
Level of theory: the ωB97M-V functional and the def2-TZVPD basis

Relative energy (zero: lowest compared OMol25 entry of this formula, charge and spin) in kJ/mol: 0.0
Spin multiplicity: 3
E_HOMO (alpha / beta) in eV: -8.36 / -10.30
Total charge: 0
<S²>: 2.01
LUMO (alpha / beta) in eV: 0.82 / -3.10

Cartesian coordinates (Å):
C  -0.11  1.24  0.72
C  -0.39  0.99  -0.68
N  1.08  0.94  1.10
N  0.62  0.51  -1.32
O  2.46  -1.67  0.46
P  1.95  0.58  -0.32
H  -0.97  1.34  1.44
H  -1.31  1.16  -1.08
H  2.30  -1.46  1.48

Atom charges from the natural (NBO) analysis, given in e for atoms 1 to 5: number 1, C, carries 0.0177; number 2, C, carries 0.0303; number 3, N, carries -0.8076; number 4, N, carries -0.8038; number 5, O, carries -0.4320

***

Entry 2:
Formula: C2H3N2PS2
Source: the OMol25 dataset
Level of theory: the ωB97M-V functional and the def2-TZVPD basis

Relative energy (zero: lowest compared OMol25 entry of this formula, charge and spin) in kJ/mol: 250.7
Spin multiplicity: 1
E_HOMO (alpha / beta) in eV: -7.47 / -8.20
Total charge: 0
LUMO (alpha / beta) in eV: -1.47 / -0.65

Cartesian coordinates (Å):
C  -0.67  -0.54  -0.42
C  1.54  -0.47  0.74
N  0.52  -1.08  0.23
N  -0.98  0.77  -0.46
P  -0.29  1.83  0.64
S  -1.48  -1.83  -1.18
S  2.99  -0.44  1.33
H  0.42  -2.05  0.26
H  -1.81  1.03  -0.87
H  -0.25  2.78  -0.27

Atom charges from the natural (NBO) analysis, given in e for atoms 1 to 5: number 1, C, carries 0.2874; number 2, C, carries 0.0133; number 3, N, carries -0.6389; number 4, N, carries -0.8573; number 5, P, carries 0.4882

***

Entry 3:
Formula: C2H3N3
Source: the OMol25 dataset
Level of theory: the ωB97M-V functional and the def2-TZVPD basis

Relative energy (zero: lowest compared OMol25 entry of this formula, charge and spin) in kJ/mol: 18.5
Spin multiplicity: 1
E_HOMO in eV: -10.01
Total charge: 0
LUMO in eV: 0.91

Cartesian coordinates (Å):
C  -1.24  -0.19  -0.04
N  -0.68  1.07  -0.06
C  0.61  0.79  -0.01
N  0.84  -0.52  -0.07
N  -0.31  -1.19  -0.03
H  -2.33  -0.40  0.10
H  1.42  1.47  0.04
H  1.69  -1.03  0.08

Atom charges from the natural (NBO) analysis, given in e for atoms 1 to 5: number 1, C, carries 0.1119; number 2, N, carries -0.4702; number 3, C, carries 0.1636; number 4, N, carries -0.3429; number 5, N, carries -0.2880

***

Entry 4:
Formula: C2H3N3
Source: the OMol25 dataset
Level of theory: the ωB97M-V functional and the def2-TZVPD basis

Relative energy (zero: lowest compared OMol25 entry of this formula, charge and spin) in kJ/mol: 57.7
Spin multiplicity: 1
E_HOMO in eV: -10.14
Total charge: 0
LUMO in eV: 0.98

Cartesian coordinates (Å):
C  -0.95  -0.72  -0.04
N  0.36  -1.16  -0.03
C  1.02  -0.01  0.01
N  0.10  1.01  -0.03
N  -1.19  0.59  0.03
H  -1.74  -1.61  0.05
H  2.12  -0.07  0.10
H  0.29  1.98  -0.08

Atom charges from the natural (NBO) analysis, given in e for atoms 1 to 5: number 1, C, carries 0.1206; number 2, N, carries -0.4803; number 3, C, carries 0.1471; number 4, N, carries -0.3609; number 5, N, carries -0.2690

***

Entry 5:
Formula: C2H3N3
Source: the OMol25 dataset
Level of theory: the ωB97M-V functional and the def2-TZVPD basis

Relative energy (zero: lowest compared OMol25 entry of this formula, charge and spin) in kJ/mol: 108.0
Spin multiplicity: 1
E_HOMO in eV: -10.19
Total charge: 0
LUMO in eV: 1.24

Cartesian coordinates (Å):
C  -0.75  0.74  0.19
C  -0.79  -0.66  -0.07
N  0.46  -1.09  -0.14
N  1.18  -0.03  0.03
N  0.53  1.10  0.23
H  -1.50  1.51  0.39
H  -1.32  -1.46  -0.55
H  2.18  -0.11  -0.07

Atom charges from the natural (NBO) analysis, given in e for atoms 1 to 5: number 1, C, carries -0.1026; number 2, C, carries -0.1414; number 3, N, carries -0.2314; number 4, N, carries -0.1570; number 5, N, carries -0.2361

***

Entry 6:
Formula: C2H3N3O
Source: the OMol25 dataset
Level of theory: the ωB97M-V functional and the def2-TZVPD basis

Relative energy (zero: lowest compared OMol25 entry of this formula, charge and spin) in kJ/mol: 124.9
Spin multiplicity: 1
E_HOMO in eV: -9.13
Total charge: 0
LUMO in eV: 0.86

Cartesian coordinates (Å):
O  -1.62  1.51  0.14
C  -0.75  0.68  0.01
N  0.64  0.82  -0.04
C  1.21  -0.45  -0.18
N  0.26  -1.34  -0.26
N  -0.89  -0.69  -0.13
H  1.07  1.74  -0.06
H  1.80  -1.03  0.53
H  -1.72  -1.23  -0.02

Atom charges from the natural (NBO) analysis, given in e for atoms 1 to 5: number 1, O, carries -0.6207; number 2, C, carries 0.7244; number 3, N, carries -0.6199; number 4, C, carries 0.0566; number 5, N, carries -0.2074

***

Entry 7:
Formula: C2H3N3O
Source: the OMol25 dataset
Level of theory: the ωB97M-V functional and the def2-TZVPD basis

Relative energy (zero: lowest compared OMol25 entry of this formula, charge and spin) in kJ/mol: 529.6
Spin multiplicity: 1
E_HOMO in eV: -8.52
Total charge: 0
LUMO in eV: 0.24

Cartesian coordinates (Å):
O  -1.63  -0.10  -0.54
C  -0.38  0.08  -0.08
N  0.59  -0.71  -0.19
C  1.63  -1.34  -0.53
N  -0.89  2.34  0.45
N  -0.20  1.36  0.60
H  -1.63  -0.84  -1.16
H  1.87  -2.11  0.22
H  0.64  1.32  1.22

Atom charges from the natural (NBO) analysis, given in e for atoms 1 to 5: number 1, O, carries -0.6313; number 2, C, carries 0.5609; number 3, N, carries -0.4420; number 4, C, carries -0.0148; number 5, N, carries -0.1746

***

Entry 8:
Formula: C2H3N3O
Source: the OMol25 dataset
Level of theory: the ωB97M-V functional and the def2-TZVPD basis

Relative energy (zero: lowest compared OMol25 entry of this formula, charge and spin) in kJ/mol: 617.5
Spin multiplicity: 1
E_HOMO (alpha / beta) in eV: -10.49 / -10.49
Total charge: 0
LUMO (alpha / beta) in eV: -1.13 / -1.12

Cartesian coordinates (Å):
C  1.94  -1.03  -0.22
C  1.15  0.12  -0.14
N  1.99  1.17  0.03
N  3.24  0.75  0.13
N  -1.06  0.56  -0.22
O  3.22  -0.66  -0.03
H  1.61  -2.13  -0.19
H  -0.65  1.48  -0.52
H  -1.33  0.53  0.72

Atom charges from the natural (NBO) analysis, given in e for atoms 1 to 5: number 1, C, carries 0.0400; number 2, C, carries 0.1670; number 3, N, carries -0.2790; number 4, N, carries 0.0964; number 5, N, carries -0.6933

***

Entry 9:
Formula: C2H3N3O
Source: the OMol25 dataset
Level of theory: the ωB97M-V functional and the def2-TZVPD basis

Relative energy (zero: lowest compared OMol25 entry of this formula, charge and spin) in kJ/mol: 189.4
Spin multiplicity: 1
E_HOMO in eV: -9.37
Total charge: 0
LUMO in eV: 1.01

Cartesian coordinates (Å):
N  1.69  0.13  0.19
C  0.42  -0.32  0.23
N  -0.36  0.76  -0.15
C  -1.53  0.28  -0.09
O  -1.58  -0.99  0.28
N  -0.23  -1.41  0.51
H  1.43  1.08  -0.13
H  2.55  -0.36  0.34
H  -2.40  0.85  -0.33

Atom charges from the natural (NBO) analysis, given in e for atoms 1 to 5: number 1, N, carries -0.8273; number 2, C, carries 0.4520; number 3, N, carries -0.5529; number 4, C, carries 0.3881; number 5, O, carries -0.3023

***

Entry 10:
Formula: C2H3N3O
Source: the OMol25 dataset
Level of theory: the ωB97M-V functional and the def2-TZVPD basis

Relative energy (zero: lowest compared OMol25 entry of this formula, charge and spin) in kJ/mol: 131.2
Spin multiplicity: 1
E_HOMO in eV: -9.46
Total charge: 0
LUMO in eV: 1.02

Cartesian coordinates (Å):
C  0.29  0.53  0.11
C  -0.02  -1.40  -0.46
H  0.20  2.51  0.60
H  1.80  1.85  0.38
H  -0.15  -2.34  -0.94
N  0.81  1.78  0.20
N  0.98  -0.55  -0.47
N  -0.92  0.35  0.45
O  -1.19  -0.99  0.10

Atom charges from the natural (NBO) analysis, given in e for atoms 1 to 5: number 1, C, carries 0.4400; number 2, C, carries 0.3697; number 3, H, carries 0.4074; number 4, H, carries 0.3985; number 5, H, carries 0.1978

***

Entry 11:
Formula: C2H3N3O
Source: the OMol25 dataset
Level of theory: the ωB97M-V functional and the def2-TZVPD basis

Relative energy (zero: lowest compared OMol25 entry of this formula, charge and spin) in kJ/mol: 565.4
Spin multiplicity: 1
E_HOMO in eV: -8.72
Total charge: 0
LUMO in eV: -0.49

Cartesian coordinates (Å):
O  1.57  -0.82  0.25
C  0.79  0.99  -0.65
N  -0.18  1.57  0.02
N  -1.08  0.55  0.36
C  -0.71  -0.63  -0.03
N  0.50  -0.45  -0.67
H  2.35  -0.49  -0.23
H  -1.91  0.80  0.89
H  -1.33  -1.52  0.05

Atom charges from the natural (NBO) analysis, given in e for atoms 1 to 5: number 1, O, carries -0.5424; number 2, C, carries 0.0873; number 3, N, carries -0.4117; number 4, N, carries -0.3010; number 5, C, carries 0.2520

***

Entry 12:
Formula: C2H3N3O
Source: the OMol25 dataset
Level of theory: the ωB97M-V functional and the def2-TZVPD basis

Relative energy (zero: lowest compared OMol25 entry of this formula, charge and spin) in kJ/mol: 269.6
Spin multiplicity: 1
E_HOMO in eV: -9.53
Total charge: 0
LUMO in eV: 0.43

Cartesian coordinates (Å):
O  0.11  -0.58  1.94
C  0.14  -0.28  0.78
N  1.01  -0.71  -0.32
C  0.60  0.21  -1.25
N  -0.63  0.71  -1.16
N  -0.90  0.48  0.12
H  0.89  0.09  -2.35
H  -0.77  1.57  -1.54
H  -1.78  0.04  0.72

Atom charges from the natural (NBO) analysis, given in e for atoms 1 to 5: number 1, O, carries -0.5889; number 2, C, carries 0.7106; number 3, N, carries -0.4862; number 4, C, carries 0.2200; number 5, N, carries -0.3765

***

Entry 13:
Formula: C2H3N3O
Source: the OMol25 dataset
Level of theory: the ωB97M-V functional and the def2-TZVPD basis

Relative energy (zero: lowest compared OMol25 entry of this formula, charge and spin) in kJ/mol: 71.3
Spin multiplicity: 1
E_HOMO in eV: -9.58
Total charge: 0
LUMO in eV: 0.73

Cartesian coordinates (Å):
C  -0.58  -0.11  0.01
C  1.37  -0.63  0.03
H  -2.24  -0.82  0.22
H  2.22  -1.21  -0.11
H  -0.29  2.03  0.08
N  0.06  -1.20  -0.02
N  1.42  0.71  0.03
N  0.08  1.07  -0.04
O  -1.92  0.06  -0.02

Atom charges from the natural (NBO) analysis, given in e for atoms 1 to 5: number 1, C, carries 0.6225; number 2, C, carries 0.1377; number 3, H, carries 0.4955; number 4, H, carries 0.1973; number 5, H, carries 0.4319

***

Entry 14:
Formula: C2H3N3O2
Source: the OMol25 dataset
Level of theory: the ωB97M-V functional and the def2-TZVPD basis

Relative energy (zero: lowest compared OMol25 entry of this formula, charge and spin) in kJ/mol: 380.1
Spin multiplicity: 1
E_HOMO in eV: -8.48
Total charge: 0
LUMO in eV: 0.80

Cartesian coordinates (Å):
N  -0.70  -1.45  -1.39
N  -0.61  -0.02  -1.37
C  -0.01  0.31  -0.32
O  0.29  1.57  0.06
C  0.80  1.36  1.31
N  0.90  0.13  1.64
O  0.40  -0.57  0.62
H  -0.60  -1.87  -0.47
H  -1.50  -1.66  -1.94
H  1.02  2.19  1.86

Atom charges from the natural (NBO) analysis, given in e for atoms 1 to 5: number 1, N, carries -0.6832; number 2, N, carries -0.3267; number 3, C, carries 0.6627; number 4, O, carries -0.4180; number 5, C, carries 0.2941

***

Entry 15:
Formula: C2H3N3O2
Source: the OMol25 dataset
Level of theory: the ωB97M-V functional and the def2-TZVPD basis

Relative energy (zero: lowest compared OMol25 entry of this formula, charge and spin) in kJ/mol: 446.3
Spin multiplicity: 1
E_HOMO in eV: -9.95
Total charge: 0
LUMO in eV: 0.41

Cartesian coordinates (Å):
N  -1.53  1.23  0.05
N  -0.17  0.83  0.32
C  0.20  0.05  1.53
N  0.92  -0.98  1.22
O  0.94  -1.10  -0.15
C  0.27  -0.16  -0.79
O  -0.08  -0.12  -1.99
H  -2.30  0.57  -0.06
H  -1.71  2.01  -0.90
H  -0.15  0.22  2.59

Atom charges from the natural (NBO) analysis, given in e for atoms 1 to 5: number 1, N, carries -0.6943; number 2, N, carries -0.3190; number 3, C, carries 0.1752; number 4, N, carries -0.1180; number 5, O, carries -0.3281

***

Entry 16:
Formula: C2H3N3O2
Source: the OMol25 dataset
Level of theory: the ωB97M-V functional and the def2-TZVPD basis

Relative energy (zero: lowest compared OMol25 entry of this formula, charge and spin) in kJ/mol: 425.7
Spin multiplicity: 1
E_HOMO in eV: -10.82
Total charge: 0
LUMO in eV: -0.21

Cartesian coordinates (Å):
N  -2.57  -2.07  -0.48
C  -1.79  -1.28  -0.20
C  -0.88  -0.26  0.35
N  0.46  -0.24  -0.18
N  -1.60  1.18  0.02
O  -1.14  1.92  -0.81
O  -2.65  1.32  0.65
H  -0.89  -0.24  1.48
H  0.84  0.65  -0.23
H  0.70  -0.62  -1.08

Atom charges from the natural (NBO) analysis, given in e for atoms 1 to 5: number 1, N, carries -0.2301; number 2, C, carries 0.2299; number 3, C, carries -0.0352; number 4, N, carries -0.8161; number 5, N, carries 0.5228

***

Entry 17:
Formula: C2H3N3O2
Source: the OMol25 dataset
Level of theory: the ωB97M-V functional and the def2-TZVPD basis

Relative energy (zero: lowest compared OMol25 entry of this formula, charge and spin) in kJ/mol: 524.3
Spin multiplicity: 1
E_HOMO in eV: -9.16
Total charge: 0
LUMO in eV: 0.70

Cartesian coordinates (Å):
H  1.93  -2.21  0.06
N  1.69  -1.11  -0.12
C  0.42  -0.72  -0.07
O  -0.90  -1.18  0.26
C  -1.70  -0.10  -0.05
N  -1.13  0.96  -0.04
N  0.18  0.65  -0.31
O  1.11  1.43  0.34
H  -2.76  -0.26  -0.29
H  1.65  1.84  -0.57

Atom charges from the natural (NBO) analysis, given in e for atoms 1 to 5: number 1, H, carries 0.3773; number 2, N, carries -0.7097; number 3, C, carries 0.6202; number 4, O, carries -0.4728; number 5, C, carries 0.3329

***

Entry 18:
Formula: C2H3N3O2
Source: the OMol25 dataset
Level of theory: the ωB97M-V functional and the def2-TZVPD basis

Relative energy (zero: lowest compared OMol25 entry of this formula, charge and spin) in kJ/mol: 493.8
Spin multiplicity: 1
E_HOMO in eV: -9.28
Total charge: 0
LUMO in eV: 0.42

Cartesian coordinates (Å):
H  -0.23  2.54  -0.14
N  -0.74  1.73  -0.06
C  0.08  0.75  0.14
O  1.42  0.82  -0.03
N  1.91  -0.55  -0.14
C  0.75  -1.27  0.01
N  -0.37  -0.53  0.26
O  -1.68  -1.02  -0.17
H  0.94  -2.42  0.11
H  -2.08  -0.05  0.03

Atom charges from the natural (NBO) analysis, given in e for atoms 1 to 5: number 1, H, carries 0.3605; number 2, N, carries -0.7785; number 3, C, carries 0.6309; number 4, O, carries -0.3384; number 5, N, carries -0.1259

***

Entry 19:
Formula: C2H3N3O2
Source: the OMol25 dataset
Level of theory: the ωB97M-V functional and the def2-TZVPD basis

Relative energy (zero: lowest compared OMol25 entry of this formula, charge and spin) in kJ/mol: 507.7
Spin multiplicity: 1
E_HOMO in eV: -8.96
Total charge: 0
LUMO in eV: -0.20

Cartesian coordinates (Å):
C  -0.21  0.78  -0.35
C  -0.25  -0.95  0.51
H  -1.12  2.09  -1.14
H  1.69  -1.55  1.05
H  1.23  -0.59  -1.15
N  -1.27  0.89  0.43
N  -1.27  -0.34  1.05
N  0.54  -0.26  -0.46
O  0.10  1.92  -1.04
O  0.56  -1.98  1.10

Atom charges from the natural (NBO) analysis, given in e for atoms 1 to 5: number 1, C, carries 0.5943; number 2, C, carries 0.5529; number 3, H, carries 0.5181; number 4, H, carries 0.4755; number 5, H, carries 0.4652

***

Entry 20:
Formula: C2H3N3O2
Source: the OMol25 dataset
Level of theory: the ωB97M-V functional and the def2-TZVPD basis

Relative energy (zero: lowest compared OMol25 entry of this formula, charge and spin) in kJ/mol: 251.1
Spin multiplicity: 1
E_HOMO in eV: -9.18
Total charge: 0
LUMO in eV: 0.86

Cartesian coordinates (Å):
O  -0.46  -1.28  1.99
C  -0.22  -0.69  0.83
N  -0.32  -1.28  -0.37
C  0.03  -0.30  -1.22
N  0.24  0.80  -0.49
O  0.53  2.05  -0.95
N  0.13  0.60  0.84
H  -0.59  -2.21  1.82
H  0.08  -0.27  -2.30
H  0.58  2.58  -0.14

Atom charges from the natural (NBO) analysis, given in e for atoms 1 to 5: number 1, O, carries -0.6429; number 2, C, carries 0.5731; number 3, N, carries -0.5369; number 4, C, carries 0.1462; number 5, N, carries 0.1158